133
Properties=species:S:1:pos:R:3 method="wB97M-V/def2-TZVPD" smiles="CCOS(C)(=O)=O.CCOS(C)(=O)=O.CCOS(C)(=O)=O.CCOS(C)(=O)=O.CCOS(C)(=O)=O.CCOS(C)(=O)=O.CCOS(C)(=O)=O.C[N+](=O)[O-].C[N+](=O)[O-].C[N+](=O)[O-].C[N+](=O)[O-]" homo_ha=-0.39235 gap_ev=10.36
C -2.518 -8.524 1.051
C -3.730 -7.620 1.223
O -3.676 -6.394 0.465
S -2.612 -5.287 0.788
C -1.536 -5.428 -0.584
O -3.262 -4.022 0.710
O -1.934 -5.641 1.989
H -2.283 -8.644 -0.012
H -2.771 -9.530 1.386
H -1.659 -8.122 1.576
H -4.660 -8.096 0.919
H -3.883 -7.397 2.283
H -0.628 -4.876 -0.353
H -2.028 -4.988 -1.451
H -1.341 -6.468 -0.832
C -0.833 5.288 6.487
C -1.308 4.034 5.809
O -1.139 4.164 4.378
S -0.145 3.144 3.694
C -0.901 1.588 4.037
O -0.193 3.396 2.303
O 1.096 3.194 4.404
H 0.257 5.253 6.568
H -1.209 5.397 7.503
H -1.089 6.167 5.899
H -0.801 3.145 6.196
H -2.364 3.810 5.993
H -1.938 1.693 4.349
H -0.254 1.039 4.710
H -0.983 1.083 3.073
C -2.228 -1.541 -1.819
C -1.542 -0.541 -0.956
O -0.382 -0.107 -1.699
S -0.052 1.415 -1.797
C 0.338 1.833 -0.147
O 1.148 1.495 -2.566
O -1.235 2.143 -2.154
H -2.874 -2.191 -1.240
H -1.504 -2.130 -2.381
H -2.847 -1.062 -2.585
H -2.171 0.295 -0.641
H -1.184 -0.995 -0.027
H 1.064 1.087 0.174
H -0.594 1.688 0.392
H 0.718 2.842 -0.064
C 4.385 -5.181 -0.437
C 3.042 -4.511 -0.501
O 3.256 -3.099 -0.726
S 2.012 -2.244 -1.215
C 2.276 -2.279 -2.966
O 0.831 -2.955 -0.866
O 2.239 -0.932 -0.735
H 4.895 -5.096 -1.398
H 4.251 -6.251 -0.276
H 4.987 -4.754 0.362
H 2.389 -4.953 -1.262
H 2.464 -4.661 0.417
H 1.510 -1.644 -3.405
H 2.331 -3.308 -3.294
H 3.208 -1.727 -3.086
C 6.869 -0.366 -0.408
C 5.749 0.590 -0.723
O 5.707 1.570 0.316
S 5.194 3.038 -0.039
C 3.475 2.719 -0.251
O 5.350 3.752 1.173
O 5.789 3.468 -1.252
H 6.707 -0.794 0.586
H 7.828 0.150 -0.338
H 6.971 -1.158 -1.147
H 5.926 1.095 -1.677
H 4.802 0.051 -0.829
H 3.021 3.642 -0.607
H 3.135 2.306 0.691
H 3.377 2.010 -1.075
C 4.494 -2.580 2.079
C 3.507 -1.435 2.059
O 3.267 -1.032 3.420
S 2.613 0.369 3.605
C 4.010 1.430 3.408
O 1.698 0.568 2.522
O 2.182 0.444 4.952
H 4.575 -3.032 1.085
H 4.145 -3.384 2.728
H 5.491 -2.272 2.397
H 3.818 -0.612 1.409
H 2.558 -1.787 1.642
H 4.441 1.305 2.421
H 4.695 1.085 4.180
H 3.657 2.436 3.618
C -0.844 7.812 2.477
C -0.557 6.725 1.483
O -1.032 7.161 0.192
S -0.960 6.137 -0.993
C -1.977 4.813 -0.416
O -1.604 6.764 -2.077
O 0.376 5.654 -1.135
H -1.916 7.988 2.575
H -0.339 8.754 2.258
H -0.453 7.545 3.463
H 0.518 6.535 1.402
H -1.012 5.780 1.787
H -2.319 4.327 -1.322
H -2.806 5.185 0.183
H -1.365 4.216 0.256
C -4.194 -2.879 -4.267
N -5.166 -3.504 -3.328
O -5.969 -2.780 -2.773
O -5.048 -4.692 -3.142
H -3.234 -3.244 -3.919
H -4.285 -1.803 -4.211
H -4.403 -3.214 -5.278
C -4.323 1.536 -3.234
N -3.386 1.555 -4.404
O -3.028 0.471 -4.799
O -3.043 2.620 -4.851
H -3.754 1.224 -2.367
H -5.099 0.822 -3.499
H -4.772 2.513 -3.101
C -5.621 -0.721 -0.369
N -6.490 -1.001 0.803
O -7.657 -1.224 0.582
O -5.960 -1.049 1.896
H -6.265 -0.377 -1.170
H -5.169 -1.662 -0.673
H -4.852 -0.008 -0.099
C 0.553 0.847 -5.336
N 0.151 1.089 -6.739
O -0.968 0.754 -7.027
O 0.979 1.548 -7.504
H 0.646 -0.237 -5.251
H -0.268 1.126 -4.685
H 1.459 1.324 -4.998